Record 1
Below is C18H23MgN5O3 as an isolated structure in a non-equilibrium geometry, with properties calculated with ωB97M-V with the def2-TZVPD basis set.

XYZ file:
```
50
Properties=species:S:1:pos:R:3:forces:R:3:lowdin_charge:R:1
C -1.373640 -7.373745 -2.155246 -0.97 -2.17 0.00 -0.0114
C -1.126774 -8.498067 -1.390485 -0.04 0.98 -1.64 -0.2920
H -0.985138 -7.301274 -3.170624 -0.55 -0.32 -0.11 0.0834
H -2.209491 -6.718954 -1.881065 0.86 0.04 0.13 0.0750
C -1.228303 -8.349521 0.030466 -0.40 0.36 1.37 -0.3107
C -1.269905 -7.088153 0.550373 0.62 -1.34 0.29 0.0523
H -0.832099 -6.278486 -0.007742 -0.49 -0.32 0.37 0.0058
H -1.494387 -6.954495 1.610926 0.27 0.07 -0.21 0.0724
C -0.793674 -9.833608 -2.005702 0.99 0.05 -0.22 -0.0410
H -0.721285 -9.747758 -3.094257 0.00 0.01 0.19 0.0829
H -1.555988 -10.602343 -1.803568 0.04 0.50 0.15 0.1011
H 0.157031 -10.240589 -1.631957 -0.21 0.04 -0.07 0.0884
C -1.172628 -9.564377 0.927653 -0.71 0.07 0.27 -0.0462
H -0.227102 -10.115148 0.814164 -0.21 0.32 -0.04 0.0960
H -1.981153 -10.283056 0.739991 0.16 0.14 -0.07 0.0898
H -1.262323 -9.228992 1.967105 0.12 -0.24 -0.16 0.0788
Mg -0.129678 -0.356991 -0.028198 -0.31 0.00 0.19 0.8946
O -0.372180 -2.301315 -0.309418 -0.64 -0.32 0.04 -0.0036
C -1.382911 -3.043041 -0.247350 0.08 1.20 -0.07 -0.3076
O -2.059566 -0.275389 0.434446 -0.85 -1.21 0.31 0.0557
C -2.811582 -1.241511 0.663547 0.39 0.78 0.18 -0.4041
O -3.993812 -1.091917 1.229568 0.75 -0.78 -0.57 0.1300
N -2.546631 -2.576144 0.380608 0.48 0.19 -0.10 0.0945
C -4.615097 -2.414733 1.383171 -1.03 0.38 0.63 -0.0430
C -3.699768 -3.415474 0.735056 0.41 -0.57 -0.56 -0.0721
H -5.594718 -2.391860 0.893105 0.26 0.22 0.28 0.1498
H -4.726455 -2.611382 2.455332 -0.06 0.29 -0.29 0.1488
H -4.140668 -3.857567 -0.165679 0.06 0.13 0.21 0.1453
H -3.405964 -4.218396 1.420155 0.00 0.20 -0.16 0.1500
C -1.445925 -4.372638 -0.797472 0.15 0.31 -0.69 -0.0685
C -0.468983 -4.777224 -1.645720 -0.18 1.63 0.71 0.1553
H -2.355244 -4.918527 -0.520322 0.92 -0.34 -0.23 0.0977
H 0.252503 -4.029054 -2.004989 -0.14 -0.46 0.43 0.1088
H -0.379662 -5.804147 -1.965987 -0.02 0.14 -0.22 0.0303
N 1.101908 3.494295 0.385573 -0.12 -0.59 -0.35 0.1377
C 0.914535 3.510191 1.758804 -0.06 -0.75 -0.46 -0.0121
C 0.551209 2.230010 2.104114 0.11 0.28 -0.78 -0.0585
N 0.512932 1.436002 0.965267 0.24 0.57 -0.99 0.0398
C 0.845901 2.235741 -0.069295 -0.05 0.37 1.43 -0.2389
C 0.850556 1.766897 -1.447887 0.10 -0.26 -1.23 -0.2352
N 0.471185 0.520824 -1.792744 0.38 1.27 0.27 0.0351
C 0.586899 0.444683 -3.169180 0.19 0.51 0.21 -0.0639
C 1.043221 1.640778 -3.665084 -0.22 -0.25 0.99 -0.0077
N 1.201166 2.470837 -2.559360 -0.19 -0.55 0.52 0.1435
H 1.385537 4.272174 -0.209538 -0.17 -0.21 0.57 0.1795
H 1.054743 4.399910 2.349264 0.00 -0.05 -0.04 0.1351
H 0.300144 1.844347 3.076937 0.06 -0.01 -0.02 0.1239
H 0.333715 -0.460357 -3.695182 0.05 0.09 -0.06 0.1239
H 1.258395 1.964125 -4.665111 0.02 0.05 -0.07 0.1326
H 1.536441 3.431612 -2.546768 -0.11 -0.44 -0.33 0.1789
```
Forces are in eV/Å.

## Properties
LUMO level (eV): -6.613
Total energy (Ha): -1398.84998
Frontier orbital gap (eV): 5.89
Energy above the lowest of the compared OMol25 structures with the same formula, charge and spin (kcal per mole): 55.6
Total charge: +2


Record 2
Below is one molecule with the formula CH2N2O3 in a non-equilibrium geometry, with properties calculated with ωB97M-V with the def2-TZVPD basis set.

XYZ file:
```
8
Properties=species:S:1:pos:R:3:forces:R:3:lowdin_charge:R:1
O -2.285377 -1.245184 -0.206966 3.54 1.28 0.19 0.0819
N -1.165474 -0.850189 -0.002106 -3.43 -1.32 -1.56 -0.0244
O -0.578836 -0.245952 -1.200308 -1.84 -1.43 0.86 -0.0683
N 0.487069 0.562202 -1.040420 1.27 1.73 -0.78 0.0335
C 0.992115 0.768742 0.113451 -1.46 -0.72 -4.39 -0.3183
O 0.692104 0.156814 1.149199 0.11 -1.67 5.56 0.1145
H 1.710280 1.482659 0.175816 2.12 2.04 0.11 0.1069
H 0.148118 -0.629092 1.011334 -0.31 0.08 0.01 0.0743
```
Forces are in eV/Å.

## Properties
SMILES: O=NO/N=C\O
LUMO level (eV): -0.939
Total energy (Ha): -374.35294
Frontier orbital gap (eV): 9.00
Energy above the lowest of the compared OMol25 structures with the same formula, charge and spin (kcal per mole): 79.2


Record 3
Below is one molecule with the formula C16H31NO2, with properties calculated with ωB97M-V with the def2-TZVPD basis set.

XYZ file:
```
50
Properties=species:S:1:pos:R:3:forces:R:3:lowdin_charge:R:1
C -2.834569 1.930086 -0.367165 0.06 0.30 0.13 -0.0737
C -2.051138 3.225340 -0.567183 0.15 -0.13 -0.26 -0.4405
C -2.188705 3.690403 -2.016125 -0.05 0.04 0.31 -0.0852
C -0.570169 3.051762 -0.210509 -0.32 0.13 0.32 -0.1910
C -0.318123 2.922947 1.291150 0.26 0.07 -0.15 -0.1969
C 1.170886 2.831536 1.633678 -0.18 -0.23 -0.09 -0.1802
C 1.799728 1.472615 1.299428 0.10 0.17 0.24 -0.3796
C 3.318819 1.596967 1.204298 -0.27 -0.11 -0.13 -0.0605
C 1.413502 0.418219 2.346585 -0.16 -0.22 -0.49 -0.1337
C 1.434045 -1.003162 1.791634 0.52 0.12 0.38 -0.1514
O 0.321984 -1.202043 0.915610 -0.30 0.14 0.26 -0.0097
C 0.553264 -1.313368 -0.394907 -0.05 -0.05 -0.47 -0.4829
O 1.649421 -1.292837 -0.898704 0.05 0.12 0.04 0.0984
C -0.740870 -1.577110 -1.151848 -0.09 -0.02 -0.02 -0.0952
N -0.958709 -2.995613 -1.363953 0.09 0.10 0.04 -0.1432
C 0.020333 -3.638102 -2.245929 0.10 -0.04 -0.43 -0.1791
C 0.309247 -5.006154 -1.626156 -0.01 0.12 0.02 -0.1678
C 0.123099 -4.736960 -0.136184 -0.14 0.07 -0.04 -0.1671
C -1.084268 -3.800279 -0.149291 -0.25 -0.28 0.23 -0.1817
H -2.441201 1.149941 -1.015923 0.05 -0.13 -0.10 0.0669
H -3.883818 2.080936 -0.611849 -0.12 -0.05 -0.02 0.0768
H -2.774408 1.587190 0.662344 -0.03 -0.12 0.11 0.0695
H -2.476754 3.996218 0.085894 0.03 -0.01 0.00 0.1334
H -3.236482 3.814871 -2.280320 -0.11 0.02 -0.10 0.0736
H -1.749862 2.958235 -2.690923 0.06 -0.09 -0.12 0.0796
H -1.682957 4.641638 -2.166371 0.06 0.10 -0.08 0.0735
H -0.185020 2.172930 -0.731568 0.07 -0.04 -0.13 0.1123
H -0.017957 3.920363 -0.578363 0.08 0.01 -0.06 0.1171
H -0.836735 2.044923 1.677922 -0.09 -0.03 0.09 0.0963
H -0.739520 3.799396 1.790085 -0.09 -0.03 0.03 0.1162
H 1.311949 3.028268 2.699492 0.09 0.05 0.05 0.1181
H 1.701163 3.612555 1.084525 0.05 0.09 0.03 0.1119
H 1.425481 1.150594 0.323972 0.00 -0.01 -0.01 0.1180
H 3.730338 1.963010 2.143305 0.07 0.05 0.12 0.0822
H 3.771868 0.634948 0.978492 0.14 -0.11 -0.02 0.0752
H 3.593977 2.291148 0.413892 0.09 0.07 -0.07 0.0796
H 0.406100 0.610561 2.719431 -0.02 -0.01 0.11 0.1122
H 2.100897 0.471486 3.192714 0.02 0.03 0.09 0.1233
H 1.320894 -1.733686 2.598001 0.01 0.05 -0.14 0.1298
H 2.357496 -1.203193 1.240186 -0.12 -0.03 0.13 0.1183
H -0.689154 -1.093517 -2.130146 0.04 0.09 0.14 0.1347
H -1.584479 -1.179184 -0.584365 0.08 0.09 -0.09 0.1197
H 0.943031 -3.051446 -2.307386 -0.06 -0.06 -0.02 0.1069
H -0.404592 -3.719160 -3.250687 0.14 -0.03 -0.02 0.1150
H -0.425294 -5.738223 -1.963736 0.01 -0.07 -0.02 0.1092
H 1.305499 -5.365707 -1.875441 0.00 -0.05 -0.06 0.1083
H 0.998245 -4.220777 0.263851 0.05 0.01 0.04 0.1090
H -0.049073 -5.639986 0.446250 0.03 -0.02 0.06 0.1072
H -1.148395 -3.173900 0.740991 -0.05 -0.03 -0.03 0.1112
H -2.009017 -4.384684 -0.228698 0.06 -0.03 0.19 0.1161
```
Forces are in eV/Å.

## Properties
SMILES: CC(C)CCC[C@@H](C)CCOC(=O)CN1CCCC1
LUMO level (eV): 0.921
Total energy (Ha): -833.49782
Frontier orbital gap (eV): 9.17
Energy above the lowest of the compared OMol25 structures with the same formula, charge and spin (kcal per mole): 19.2


Record 4
Below is a 5-piece molecular cluster, C6H27ClN4O4 overall in a non-equilibrium geometry, with properties calculated with ωB97M-V with the def2-TZVPD basis set.

XYZ file:
```
42
Properties=species:S:1:pos:R:3:forces:R:3:lowdin_charge:R:1
N -0.846641 -3.431927 1.975718 -0.32 -0.53 -0.56 0.3266
H 0.005642 -3.999420 1.931152 0.23 0.41 0.52 0.1702
H -0.850028 -2.640621 2.616362 0.61 -0.07 0.08 0.1559
H -1.603461 -4.063316 2.245008 -0.01 0.02 -0.11 0.1566
H -1.001427 -3.102718 1.006938 -0.33 0.15 -0.41 0.0855
N -5.904807 -2.745480 -0.487797 0.63 -1.17 0.00 0.3214
H -6.493010 -2.748875 -1.326472 0.32 0.47 -0.17 0.1715
H -6.193487 -3.580575 0.034137 -0.11 0.39 0.38 0.1652
H -5.948175 -1.885532 0.047111 -0.62 -0.01 0.07 0.1409
H -4.895731 -2.866823 -0.703610 -0.10 0.24 -0.81 0.1156
N -3.746608 1.338521 0.857687 -1.22 -0.17 0.00 0.3261
H -3.137099 0.772368 0.242602 0.52 -0.27 0.24 0.1035
H -4.686368 0.932932 0.854145 0.04 0.04 -0.42 0.1455
H -3.855178 2.293090 0.501314 0.37 0.07 0.24 0.1700
H -3.514653 1.299564 1.852344 0.79 0.37 -0.21 0.1621
Cl -2.041272 -1.676205 -1.283722 0.21 -0.58 -0.78 0.6856
O -1.976414 -0.885304 -0.058379 -0.80 0.66 0.77 -0.4238
O -1.544675 -3.001521 -0.908999 -0.36 0.41 0.01 -0.3641
O -3.425409 -1.770302 -1.755989 -0.18 -0.33 1.12 -0.3783
O -1.285663 -1.064798 -2.299576 0.41 -0.12 0.05 -0.2490
C 3.487246 3.755685 0.074903 0.04 0.73 -1.18 -0.0830
C 3.427191 2.488834 -0.760229 -0.68 -0.32 1.17 -0.2421
N 3.153996 1.335662 0.107038 -0.91 -1.37 0.43 -0.1898
C 3.212399 0.055452 -0.607496 2.32 0.61 -1.54 -0.2688
C 4.702998 -0.378828 -0.738157 -1.03 -1.09 1.18 -0.0795
C 1.864620 1.405103 0.795305 0.01 1.00 -0.42 -0.2546
C 0.634604 1.601817 -0.131733 -0.53 -0.28 0.72 -0.0942
H 4.230901 3.778915 0.866302 -0.15 -0.30 0.16 0.0838
H 2.481669 4.010494 0.407920 0.12 -0.02 0.47 0.0612
H 3.738794 4.563811 -0.620855 0.10 0.06 0.15 0.0802
H 2.571098 2.609534 -1.437399 0.35 -0.01 -0.53 0.1076
H 4.350431 2.305524 -1.302480 -0.06 0.02 -0.10 0.1144
H 2.658778 -0.756080 -0.141939 -0.11 0.20 0.36 0.1005
H 2.880471 0.112273 -1.655745 -0.60 0.30 0.13 0.1089
H 4.962215 -0.747536 0.258197 0.42 0.13 -0.05 0.0682
H 4.751873 -1.253645 -1.389645 0.25 0.21 -0.24 0.0697
H 5.422814 0.384167 -1.010904 -0.23 0.15 -0.25 0.0655
H 1.907750 2.185351 1.559349 -0.12 0.23 -0.21 0.1042
H 1.692510 0.506763 1.390280 0.30 -0.29 -0.26 0.0963
H 0.426225 2.598273 -0.521325 0.45 0.17 0.15 0.0659
H -0.224628 1.342052 0.503051 -0.18 0.02 -0.18 0.0371
H 0.610508 0.923323 -0.984413 0.18 -0.14 0.06 0.0618
```
Forces are in eV/Å.

## Properties
LUMO level (eV): -7.223
Total energy (Ha): -1224.08265
Frontier orbital gap (eV): 4.70
Total charge: +2


Which formula does entry 4 have? C6H27ClN4O4